Record 1
{"formula": "C29H26N6O2", "method": "ωB97M-V/def2-TZVPD", "e_tot_ev": -43531.5319, "total_charge": 0, "gap_ev": 9.1556, "spin_multiplicity": 1, "smiles": "Cc1ccc(N(C(=O)Cn2nnc3ccccc32)[C@@H](C(=O)NCc2ccccc2)c2ccccn2)cc1", "homo_energy_ev": -8.74, "species": ["C", "C", "C", "C", "C", "C", "C", "H", "H", "N", "C", "O", "C", "N", "C", "C", "C", "C", "C", "C", "N", "N", "H", "H", "H", "H", "H", "H", "C", "C", "N", "C", "C", "C", "C", "H", "H", "H", "H", "H", "C", "O", "N", "H", "C", "C", "C", "C", "C", "C", "C", "H", "H", "H", "H", "H", "H", "H", "H", "H", "H", "H", "H"], "coordinates": [[3.8509, 0.3263, 3.2004], [2.5932, 0.4628, 2.4003], [2.5615, 0.0840, 1.0630], [1.4055, 0.2044, 0.3155], [0.2525, 0.6924, 0.9168], [0.2763, 1.1117, 2.2390], [1.4426, 0.9922, 2.9721], [1.4588, 1.3105, 4.0043], [-0.6185, 1.5288, 2.6774], [-0.9431, 0.8017, 0.1509], [-1.9512, -0.0807, 0.2062], [-2.9238, -0.0348, -0.5310], [-1.8683, -1.1733, 1.2812], [-0.6335, -1.8978, 1.2893], [0.2171, -2.1392, 2.3251], [0.2112, -1.8373, 3.6812], [1.2950, -2.2667, 4.4106], [2.3547, -2.9736, 3.8233], [2.3660, -3.2865, 2.4859], [1.2760, -2.8640, 1.7258], [0.9767, -3.0050, 0.4045], [-0.1334, -2.4401, 0.1728], [3.1731, -3.8352, 2.0290], [3.1788, -3.2806, 4.4498], [1.3356, -2.0563, 5.4690], [-0.6011, -1.2952, 4.1404], [-2.7027, -1.8565, 1.0853], [-2.0094, -0.7096, 2.2605], [-1.0509, 2.0003, -0.6821], [-2.4066, 2.6446, -0.4904], [-2.8739, 2.6179, 0.7517], [-4.0464, 3.1714, 0.9977], [-4.8153, 3.7930, 0.0270], [-4.3159, 3.8416, -1.2646], [-3.0885, 3.2595, -1.5331], [-2.6667, 3.2819, -2.5252], [-4.8754, 4.3227, -2.0536], [-5.7712, 4.2268, 0.2749], [-4.3798, 3.1129, 2.0261], [-0.2898, 2.6995, -0.3124], [-0.6862, 1.7113, -2.1532], [0.2563, 2.2615, -2.6843], [-1.4896, 0.8244, -2.7553], [-2.2339, 0.3971, -2.2138], [-1.1517, 0.2911, -4.0607], [0.0847, -0.5752, -3.9988], [0.2549, -1.4756, -2.9548], [1.4020, -2.2447, -2.8678], [2.3864, -2.1289, -3.8344], [2.2190, -1.2419, -4.8844], [1.0769, -0.4643, -4.9624], [0.9582, 0.2396, -5.7735], [2.9851, -1.1461, -5.6403], [3.2840, -2.7265, -3.7688], [1.5181, -2.9222, -2.0356], [-0.5037, -1.5812, -2.1928], [-0.9714, 1.1274, -4.7436], [-2.0083, -0.2844, -4.4197], [1.3858, -0.0956, -0.7218], [3.4506, -0.3163, 0.5995], [4.4310, -0.5280, 2.8607], [4.4649, 1.2198, 3.0841], [3.6265, 0.2044, 4.2571]], "nbo_charge": [-0.632, -0.001, -0.201, -0.219, 0.199, -0.248, -0.204, 0.211, 0.229, -0.467, 0.723, -0.644, -0.306, -0.205, 0.171, -0.241, -0.201, -0.231, -0.178, 0.033, -0.223, -0.022, 0.228, 0.218, 0.217, 0.220, 0.244, 0.238, -0.164, 0.233, -0.450, 0.051, -0.263, -0.155, -0.247, 0.230, 0.219, 0.221, 0.190, 0.256, 0.675, -0.615, -0.636, 0.439, -0.257, 0.061, -0.257, -0.204, -0.224, -0.205, -0.236, 0.208, 0.209, 0.209, 0.234, 0.223, 0.213, 0.214, 0.242, 0.219, 0.220, 0.223, 0.215]}



Record 2
{"formula": "C29H26N7O2Ru", "method": "ωB97M-V/def2-TZVPD", "e_tot_ev": -47602.2091, "total_charge": 0, "gap_ev": [6.6795, 6.9390], "spin_multiplicity": 2, "s_squared": 0.7569, "homo_energy_ev": [-7.72, -7.91], "species": ["Ru", "C", "C", "C", "C", "N", "C", "N", "C", "N", "C", "N", "C", "C", "C", "C", "C", "N", "C", "C", "C", "C", "C", "C", "H", "H", "H", "H", "H", "H", "H", "H", "H", "H", "H", "H", "C", "N", "C", "C", "C", "O", "N", "C", "O", "H", "H", "H", "H", "H", "C", "C", "C", "C", "C", "C", "H", "H", "H", "H", "H", "H", "H", "H", "H"], "coordinates": [[-0.0162, -0.2306, 0.1010], [4.1503, -1.5165, 0.0318], [4.9211, -0.3427, 0.0072], [4.2706, 0.8448, -0.1050], [2.8488, 0.8999, -0.1725], [2.1042, -0.2618, -0.1132], [2.7847, -1.4156, -0.0221], [2.3502, 2.1113, -0.2738], [1.0998, 2.5010, -0.2305], [-0.0142, 1.7025, -0.1964], [-1.1204, 2.5088, -0.1693], [-2.3763, 2.1226, -0.1388], [-2.8664, 0.8990, -0.1069], [-4.2856, 0.8278, -0.0342], [-4.9226, -0.3731, 0.0212], [-4.1401, -1.5375, 0.0031], [-2.7757, -1.4221, -0.0800], [-2.1129, -0.2581, -0.1365], [-0.7120, 3.8803, -0.1569], [-1.4205, 5.0712, -0.0496], [-0.6946, 6.2431, 0.0072], [0.7056, 6.2377, -0.0148], [1.4220, 5.0619, -0.1097], [0.7026, 3.8756, -0.1972], [4.6143, -2.4857, 0.0892], [5.9962, -0.3873, 0.0855], [4.7820, 1.7936, -0.1283], [2.1794, -2.3154, 0.0115], [-4.8096, 1.7704, -0.0250], [-5.9987, -0.4302, 0.0737], [-4.5922, -2.5132, 0.0406], [-2.1610, -2.3135, -0.0948], [-2.4977, 5.0595, 0.0210], [-1.2105, 7.1880, 0.0984], [1.2288, 7.1788, 0.0752], [2.5010, 5.0469, -0.0852], [-0.9992, -2.2535, 5.0050], [-0.4872, -1.0508, 4.3900], [-0.0109, -0.0015, 5.1145], [0.4818, 1.0996, 4.5276], [0.5867, 1.1670, 3.0736], [1.0956, 2.0982, 2.4711], [0.0748, 0.0847, 2.4100], [-0.4998, -0.9732, 3.0015], [-1.0200, -1.8655, 2.3358], [-0.9487, -2.1435, 6.0867], [-0.4030, -3.1131, 4.6874], [-2.0311, -2.4242, 4.6891], [-0.0579, -0.1127, 6.1902], [0.8466, 1.9432, 5.0884], [1.1501, -5.2753, 0.8192], [0.0070, -4.8258, -0.1012], [0.1791, -5.4165, -1.5062], [-1.3240, -5.2664, 0.5226], [0.0212, -3.3748, -0.2131], [0.0239, -2.1588, -0.2808], [1.1568, -6.3626, 0.8892], [1.0050, -4.8582, 1.8145], [2.1148, -4.9409, 0.4408], [0.1709, -6.5043, -1.4599], [1.1228, -5.0877, -1.9396], [-0.6291, -5.0833, -2.1554], [-1.3447, -6.3519, 0.6156], [-2.1655, -4.9481, -0.0899], [-1.4284, -4.8195, 1.5098]], "mulliken_spin": [0.856, 0.006, -0.003, 0.007, -0.005, -0.009, -0.001, 0.014, -0.023, 0.033, 0.003, 0.015, -0.007, 0.007, -0.003, 0.006, -0.001, -0.007, 0.004, 0.000, 0.002, 0.002, -0.001, 0.009, 0.000, 0.000, 0.000, 0.004, 0.000, 0.000, 0.000, 0.007, 0.000, 0.000, 0.000, 0.000, 0.000, -0.001, 0.001, -0.002, 0.000, 0.002, -0.025, -0.006, 0.010, 0.000, 0.000, 0.000, 0.000, 0.000, 0.004, -0.011, 0.002, 0.004, 0.020, 0.092, 0.000, -0.002, 0.000, 0.001, -0.001, -0.002, 0.000, 0.000, -0.001]}



Record 3
{"formula": "C29H27BiClN3O3S2", "method": "ωB97M-V/def2-TZVPD", "e_tot_ev": -81159.0060, "relative_energy_ev": 0.000, "total_charge": 0, "gap_ev": 7.9968, "spin_multiplicity": 1, "homo_energy_ev": -8.17, "species": ["Bi", "O", "C", "C", "O", "O", "C", "C", "C", "C", "C", "C", "C", "C", "C", "C", "C", "C", "H", "H", "H", "H", "H", "H", "H", "H", "H", "H", "H", "C", "N", "C", "C", "C", "C", "C", "N", "C", "C", "C", "C", "C", "C", "H", "H", "H", "H", "H", "H", "H", "H", "H", "H", "H", "S", "C", "N", "C", "C", "S", "H", "H", "H", "H", "H", "Cl"], "coordinates": [[-1.2914, 0.5147, 0.2778], [1.5776, 0.0998, 0.6851], [1.6332, -0.7757, 1.8171], [0.3362, -0.6190, 2.6937], [0.1294, -1.3802, 3.6107], [-0.4165, 0.3714, 2.3658], [2.8409, -0.4128, 2.6682], [2.7000, 0.4454, 3.7526], [3.7999, 0.7905, 4.5190], [5.0526, 0.2987, 4.1969], [5.2058, -0.5254, 3.0950], [4.1077, -0.8817, 2.3337], [1.6306, -2.2133, 1.3813], [1.1729, -2.6036, 0.1303], [1.0736, -3.9474, -0.1863], [1.4208, -4.9119, 0.7438], [1.8746, -4.5249, 1.9944], [1.9815, -3.1861, 2.3129], [1.4221, 0.9939, 1.0235], [1.7227, 0.8262, 4.0110], [3.6751, 1.4380, 5.3747], [5.9076, 0.5466, 4.8076], [6.1845, -0.9026, 2.8349], [4.2280, -1.5449, 1.4881], [0.8860, -1.8538, -0.5943], [0.7142, -4.2356, -1.1641], [1.3272, -5.9606, 0.5008], [2.1441, -5.2682, 2.7300], [2.3211, -2.8830, 3.2898], [-2.9255, 2.4603, -1.9290], [-3.0315, 1.7264, -0.6952], [-4.1527, 1.6465, -0.0548], [-4.2044, 0.9325, 1.1487], [-5.2231, 0.6101, 2.0580], [-4.6330, -0.1561, 3.0527], [-3.2815, -0.2712, 2.7394], [-3.0312, 0.3754, 1.6002], [-3.4222, 1.6693, -3.1171], [-3.2559, 0.2920, -3.1558], [-3.6921, -0.4382, -4.2468], [-4.3149, 0.1982, -5.3062], [-4.4891, 1.5706, -5.2725], [-4.0390, 2.3039, -4.1869], [-1.8677, 2.6968, -2.0750], [-3.4784, 3.4029, -1.8544], [-5.0536, 2.1227, -0.4387], [-6.2568, 0.8835, 1.9731], [-5.1108, -0.5848, 3.9102], [-2.4995, -0.7631, 3.2846], [-2.7787, -0.2112, -2.3275], [-3.5454, -1.5073, -4.2658], [-4.6634, -0.3736, -6.1546], [-4.9822, 2.0734, -6.0923], [-4.1694, 3.3769, -4.1754], [-0.0144, 0.5562, -2.6712], [1.5196, 1.1402, -2.6422], [2.5629, 0.5344, -2.0739], [3.8779, 1.0208, -2.4143], [3.7114, 2.5012, -2.7356], [2.0169, 2.6292, -3.4282], [2.4296, -0.2410, -1.4395], [4.2515, 0.4804, -3.2965], [4.5705, 0.8555, -1.5884], [4.4253, 2.8617, -3.4729], [3.7450, 3.1257, -1.8422], [-0.3557, 2.8056, 0.4919]], "nbo_charge": [1.802, -0.749, 0.081, 0.783, -0.630, -0.842, -0.054, -0.140, -0.223, -0.209, -0.214, -0.200, -0.057, -0.183, -0.227, -0.214, -0.204, -0.175, 0.510, 0.218, 0.215, 0.213, 0.211, 0.217, 0.206, 0.212, 0.213, 0.214, 0.234, -0.256, -0.604, 0.187, -0.040, -0.202, -0.319, 0.025, -0.649, -0.052, -0.147, -0.219, -0.216, -0.202, -0.205, 0.243, 0.202, 0.199, 0.221, 0.225, 0.242, 0.188, 0.214, 0.214, 0.213, 0.209, -0.201, -0.046, -0.574, -0.227, -0.527, 0.317, 0.445, 0.197, 0.224, 0.238, 0.227, -0.558]}



Question: What is the formula in the second record?
Answer: C29H26N7O2Ru